72
Properties=species:S:1:pos:R:3 method="wB97M-V/def2-TZVPD" gap_ev=8.0021 homo_ev=-7.614 energy_ev=-83768.8877 lumo_ev=0.389 relative_energy_kcal_mol=608.1
H -1.189 1.474 -1.331
C 0.653 -1.206 3.411
C 1.516 -2.222 -1.385
H -3.025 0.392 0.007
C 3.574 -2.159 -0.276
H 2.075 -0.174 1.513
H 0.459 -1.590 0.295
H 1.468 -0.265 -0.443
C 1.409 -1.318 -0.164
H -4.881 2.939 -2.301
H -1.670 2.883 1.042
Cl -1.202 1.326 1.585
C -2.000 3.156 2.044
H -2.546 -1.950 3.549
C 4.420 1.273 0.317
C -1.246 -2.425 -1.978
H 4.403 -0.099 2.057
H -1.408 -1.104 -0.150
H 4.407 1.645 2.412
H 3.325 -1.208 -2.170
C 3.005 -2.151 -1.726
C 3.199 1.999 -0.296
C -0.731 -1.606 2.960
O -1.580 -0.146 -1.990
O -4.269 2.103 -0.512
H -1.104 -0.816 2.308
C -2.126 2.009 -1.173
H -1.790 3.007 -0.895
C -1.000 -1.225 -1.154
H 3.490 2.978 -0.676
H 2.307 -0.621 2.834
O 2.184 1.848 0.692
H 1.138 -2.051 3.901
C 3.982 0.867 1.778
H 5.334 1.867 0.308
H 4.590 0.257 -0.039
H 1.060 0.870 1.008
H 0.087 -0.566 0.824
H -1.215 2.943 2.769
C -2.769 -0.645 -2.609
H 1.903 1.013 2.595
Cl -2.096 4.954 2.110
H -2.724 2.822 -3.188
H -1.253 -3.347 -1.398
C 0.082 0.515 0.683
O -1.686 -1.841 3.962
H -0.692 -2.448 2.269
H -3.589 -0.291 -1.983
Cl 0.038 0.792 -1.061
H -2.863 -0.169 -3.585
C -4.412 2.008 -1.981
H -3.402 -2.791 -2.202
H 0.873 -1.877 -2.195
C -2.617 -2.197 -2.671
H -2.693 1.932 0.833
Cl -3.573 2.467 2.585
H 2.970 1.426 -1.194
H 0.668 -0.347 4.082
C -3.012 1.476 -0.105
H -2.557 -2.583 -3.689
H 1.185 -3.218 -1.091
H 4.285 -1.338 -0.184
H 3.980 -3.114 0.058
H 0.061 -1.122 -0.923
O 1.499 -0.787 2.344
H -0.379 -2.581 -2.620
H -2.774 1.024 -2.851
H -4.946 1.216 -2.505
O 2.517 -1.712 0.629
H 3.323 -3.021 -2.300
C -2.934 2.031 -2.467
C 2.489 0.817 1.697



86
Properties=species:S:1:pos:R:3 method="wB97M-V/def2-TZVPD" charge=+1 gap_ev="6.5307 / 6.4712" homo_ev="-10.916 / -10.916" spin_multiplicity=11 energy_ev=-136555.5801 lumo_ev="-4.385 / -4.445" s2=30.0062 relative_energy_kcal_mol=48.8
C 1.979 19.500 39.134
N 0.087 16.893 42.349
O 3.984 12.802 40.077
H 2.348 18.505 39.383
H 7.415 11.318 38.415
H 4.847 17.401 35.609
H 5.017 13.856 38.082
N 6.825 16.740 36.036
C 5.415 12.947 37.631
N 6.195 15.848 42.097
C 1.777 12.295 34.124
F 1.991 11.861 32.883
O 3.788 20.225 36.054
H 3.761 21.440 39.497
C 1.116 11.733 38.884
C 3.332 21.510 38.498
H 8.076 15.233 41.970
H 5.425 15.833 34.782
C 6.446 10.884 38.170
H 2.997 9.404 38.059
F 0.959 11.517 34.786
C 6.621 16.618 37.348
H 2.427 22.118 38.500
H 0.869 16.703 44.296
H 0.935 19.569 38.826
C 5.852 15.941 43.570
O -0.412 13.754 33.244
H -1.868 17.360 43.108
C -1.023 17.861 42.636
O 3.486 15.578 38.578
C 1.916 9.545 38.037
O 2.263 16.378 36.985
H 5.658 15.836 40.122
S 0.871 14.054 33.921
H -0.574 18.743 43.093
O 0.655 14.542 35.284
H 6.155 10.023 38.771
H 1.069 10.474 41.220
O 1.238 15.875 40.720
H 7.562 16.319 40.616
H 6.106 15.150 44.276
C 1.524 9.833 40.464
O 1.650 14.976 33.042
H -0.002 17.539 40.420
H 4.735 12.580 36.862
C 5.655 16.835 35.144
N 2.883 20.176 38.133
O 7.550 16.583 38.195
H 5.554 16.649 37.617
H 6.348 10.657 37.108
N 1.396 10.376 39.098
H 4.797 16.099 43.797
H 6.372 13.158 37.154
C 0.550 16.100 43.445
H 6.378 16.834 43.904
C 7.557 16.151 41.693
O 4.156 15.282 41.401
H 5.111 11.107 40.396
H 8.911 16.513 36.095
C 2.553 15.564 37.834
O 1.635 14.794 38.134
H 8.044 16.964 42.233
H 2.595 18.685 36.813
Mn 2.582 14.329 40.049
H 1.418 8.590 37.868
H 2.585 9.869 40.710
H 5.759 17.570 34.346
H 1.365 15.448 43.131
F 2.981 12.504 34.765
C 3.136 19.633 36.954
O 1.032 12.546 39.809
H -1.356 18.342 41.716
C 5.288 15.657 41.143
H 8.226 17.839 35.013
N 5.501 11.968 38.611
C 8.130 16.824 35.401
H 1.964 20.047 40.076
C 4.755 11.905 39.727
C 0.456 16.779 41.071
H 1.712 9.974 37.056
H 0.998 8.878 40.476
Mn 0.254 15.804 36.775
H 8.190 16.229 34.490
H 4.033 21.913 37.768
H 0.781 11.972 37.862
H -0.204 15.397 43.797



91
Properties=species:S:1:pos:R:3 method="wB97M-V/def2-TZVPD" charge=+1 gap_ev=7.5581 homo_ev=-11.682 energy_ev=-123053.0379 lumo_ev=-4.124
H -4.519 -4.391 1.224
O 1.612 2.709 -6.162
H -4.582 2.816 1.882
H 1.780 2.146 -1.297
O 3.487 -1.432 -8.130
C -2.411 2.318 -1.840
O -4.869 -1.111 -1.470
O -5.546 -1.292 0.880
O -7.151 -1.883 -0.901
N 0.951 -0.198 -0.550
H 4.890 -3.432 -6.044
H 2.848 -1.229 5.249
H -3.005 2.568 -2.714
H -4.580 -2.044 2.556
C 3.860 -3.757 -5.887
O 0.397 3.021 -4.036
H -0.225 -1.817 -1.109
O 1.262 -2.241 4.397
O 4.242 -2.349 7.435
O -5.217 -3.306 -0.400
O 2.040 -1.850 8.384
H 1.865 2.689 0.385
H -3.239 3.133 2.966
H 1.206 -0.803 0.221
H 2.169 0.768 -5.748
H -0.533 3.351 -1.328
O -0.044 -1.997 2.332
H 0.236 0.287 4.760
H -2.283 -0.762 -1.320
H -3.127 2.143 -1.044
N -0.435 1.263 0.703
H 0.126 -0.741 -2.438
O 1.207 -2.264 -7.624
C 0.692 1.058 -0.035
H 4.697 -2.957 10.078
H -4.706 4.118 3.090
H 3.854 -4.783 -5.532
C -1.461 -0.071 -1.169
H 2.345 1.250 -7.451
H 0.162 -0.178 -6.764
H -2.511 0.825 0.505
H 1.369 -1.266 6.237
H -1.550 5.416 -0.505
H 5.948 -3.383 8.026
S 0.206 2.966 -5.446
O -0.480 3.984 -6.150
S 1.251 -1.774 2.881
S 2.591 -2.182 -7.328
C 0.292 0.898 -6.822
C -4.499 -3.376 0.837
O 3.400 -0.039 7.373
H -0.588 1.350 -2.517
C 5.495 -2.403 8.140
H 1.884 0.956 4.820
C 1.720 1.333 -6.566
O -0.467 1.554 -5.788
H -1.512 -0.522 0.897
C -1.565 3.589 -1.572
H 6.157 -1.642 7.722
S -5.767 -1.816 -0.624
H -1.524 4.143 -2.504
C 1.761 -1.172 5.233
O 4.111 -1.077 9.471
H 3.719 -2.481 -4.130
H -2.524 2.929 0.750
C -5.209 -2.390 1.740
C -1.600 1.059 -2.233
H -6.132 -2.808 2.144
H -0.251 1.170 1.703
O 2.418 -2.236 2.220
C 1.289 0.089 4.549
C -2.370 4.004 0.831
O 1.424 -0.194 3.137
O -3.518 4.541 1.473
C 5.127 -2.090 9.575
H -3.146 4.938 -0.966
C -1.553 0.380 0.276
C -4.042 3.615 2.399
O 2.766 -1.698 -5.802
H -2.046 0.620 -3.120
N 1.535 2.039 -0.317
C -2.212 4.552 -0.573
H -0.067 1.256 -7.789
O 3.161 -3.663 -7.136
H 2.191 -3.267 -4.597
H -1.469 4.155 1.431
C -0.117 -0.770 -1.381
H 5.968 -1.715 10.150
S 3.297 -1.251 8.112
H -3.464 -3.077 0.653
C 3.113 -2.815 -4.968